Density functional theory data (ωB97M-V/def2-TZVPD) for one molecule with the formula C4H3N at a distorted geometry.

Last column: natural (NBO) charge in e.
CARTESIAN COORDINATES (ANGSTROEM)
N  0.830  -1.415  0.839  -0.62
C  0.222  0.877  -0.010  -0.44
C  0.611  -0.350  0.333  0.57
C  -1.403  0.861  0.612  0.02
C  -1.073  0.470  -0.595  -0.43
H  -1.308  -0.024  -1.526  0.25
H  0.835  1.740  0.026  0.25
H  1.286  -2.158  0.320  0.41

Calculated values
- Net charge: 0
- LUMO energy: 0.420 eV
- Orbital gap: 9.6 eV
- DFT total energy: -208.76331 Ha
- Highest occupied orbital energy: -9.2 eV

---

Density functional theory data (ωB97M-V/def2-TZVPD) for C22H35N8O2Ti as an isolated structure at a distorted geometry.

Last column: natural (NBO) charge in e.
CARTESIAN COORDINATES (ANGSTROEM)
Ti  -0.150  0.304  -0.424  1.87
O  2.486  -0.982  -2.368  -0.47
O  3.539  1.374  -0.937  -0.44
N  0.695  -1.812  -0.524  -0.86
N  1.362  0.759  -1.396  -0.83
N  -0.028  1.002  -3.732  -0.52
N  -1.585  -0.729  -1.568  -0.68
N  -0.380  -1.130  3.554  -0.32
N  0.448  2.120  0.572  -0.52
N  -1.449  1.784  -1.339  -0.88
N  -0.645  -0.336  1.373  -0.92
C  -0.517  1.494  -4.866  0.07
C  0.368  -1.144  4.809  -0.22
C  1.202  0.449  -3.791  0.04
C  2.361  1.442  -0.730  0.64
C  1.769  -0.020  -2.510  0.69
C  -1.533  -2.192  -1.411  -0.23
C  1.737  2.368  0.283  0.11
C  1.567  -0.274  2.352  -0.67
C  1.021  -2.483  5.134  -0.63
C  -0.182  2.980  1.381  0.05
C  -0.068  -2.596  -1.521  -0.24
C  -2.824  1.332  -1.649  -0.25
C  0.100  -0.595  2.446  0.58
C  1.422  0.883  -6.127  -0.11
C  1.787  4.324  1.648  -0.09
C  0.178  1.489  -6.071  -0.19
C  0.443  4.098  1.918  -0.20
C  1.943  0.329  -4.962  -0.15
C  -1.557  -3.153  2.793  -0.61
C  2.452  3.430  0.817  -0.17
C  -2.913  -0.157  -1.302  -0.23
C  -1.661  -1.838  3.567  -0.23
H  1.708  -2.803  4.355  0.21
H  -3.159  -0.304  -0.239  0.21
H  0.053  -3.674  -1.367  0.26
H  -0.348  -0.895  5.596  0.24
H  -1.228  2.777  1.602  0.22
H  2.300  5.181  2.058  0.27
H  -3.698  -0.641  -1.899  0.26
H  -1.356  -0.523  -2.554  0.44
H  -3.564  1.892  -1.070  0.25
H  0.704  -2.347  0.350  0.41
H  -0.908  1.812  -2.231  0.47
H  0.290  -3.266  5.305  0.23
H  1.797  0.677  2.839  0.28
H  1.120  -0.357  4.788  0.22
H  1.975  0.839  -7.053  0.27
H  1.876  -0.211  1.300  0.22
H  -2.532  -3.631  2.749  0.26
H  -0.257  1.951  -6.943  0.27
H  -0.882  -3.837  3.300  0.24
H  -0.111  4.785  2.539  0.27
H  2.161  -1.044  2.844  0.28
H  -2.468  -1.209  3.170  0.20
H  2.914  -0.143  -4.944  0.27
H  -1.916  -2.055  4.603  0.26
H  -1.188  -2.994  1.778  0.17
H  1.590  -2.364  6.052  0.26
H  -1.637  -0.503  1.566  0.40
H  0.311  -2.363  -2.521  0.23
H  -2.134  -2.708  -2.171  0.26
H  1.679  -1.795  -0.844  0.45
H  -1.512  1.914  -4.814  0.21
H  -1.931  -2.451  -0.422  0.22
H  -1.486  2.748  -0.997  0.43
H  -3.049  1.481  -2.711  0.23
H  3.497  3.540  0.567  0.28

Calculated values
- Net charge: +3
- LUMO energy: -10.451 eV
- Orbital gap: 7.6 eV
- DFT total energy: -2296.53256 Ha
- Highest occupied orbital energy: -18.1 eV

---

Density functional theory data (ωB97M-V/def2-TZVPD) for one molecule with the formula C14H18FNO at a distorted geometry.

Last column: natural (NBO) charge in e.
CARTESIAN COORDINATES (ANGSTROEM)
F  2.092  -1.778  1.744  -0.33
O  -2.867  2.186  -0.408  -0.61
N  -0.898  1.837  0.510  -0.62
C  -2.053  -0.135  -0.299  -0.14
C  4.865  -0.688  -0.346  -0.20
C  -4.566  -0.773  -0.209  -0.61
C  -0.635  -0.486  0.265  -0.39
C  -2.027  -0.227  -1.851  -0.60
C  2.920  -0.974  1.035  0.39
C  0.123  0.857  0.278  -0.05
C  3.372  1.174  0.038  -0.19
C  4.027  -1.525  0.417  -0.28
C  4.554  0.658  -0.536  -0.22
C  1.203  0.973  1.334  -0.40
C  2.551  0.378  0.822  -0.08
C  -2.114  1.357  0.084  0.68
C  -3.127  -0.984  0.339  -0.38
H  -2.004  -1.286  -2.213  0.21
H  5.191  1.241  -1.177  0.22
H  -0.699  2.804  0.269  0.40
H  -3.120  -0.830  1.448  0.20
H  -2.907  -2.029  0.184  0.20
H  0.901  0.578  2.319  0.23
H  1.352  2.032  1.475  0.21
H  -2.954  0.242  -2.237  0.23
H  -1.141  0.298  -2.243  0.21
H  3.106  2.200  -0.145  0.21
H  -5.265  -1.364  0.416  0.21
H  -0.776  -0.837  1.299  0.21
H  -4.626  -1.133  -1.235  0.20
H  0.541  1.018  -0.719  0.18
H  -4.864  0.233  -0.113  0.22
H  4.248  -2.587  0.542  0.23
H  5.725  -1.144  -0.798  0.22
H  -0.132  -1.287  -0.289  0.22

Calculated values
- Net charge: 0
- LUMO energy: 0.782 eV
- Orbital gap: 9.9 eV
- DFT total energy: -774.14435 Ha
- SMILES: CC[C@]1(C)C[C@H](Cc2ccccc2F)NC1=O
- Highest occupied orbital energy: -9.2 eV